(one)
This record from the OMol25 dataset describes C8H30O7 as an isolated structure. The level of theory is wB97M-V/def2-TZVPD.

Element x y z (Å)
O -2.50 0.20 -2.69
H -3.30 0.44 -3.15
H -2.29 0.97 -2.16
O -2.05 -3.46 -2.81
H -1.39 -4.14 -2.86
H -1.88 -3.02 -1.97
O -3.34 -1.54 0.74
H -3.32 -0.99 1.53
H -2.66 -1.16 0.18
C -0.39 -1.06 0.41
C -0.86 -1.71 -0.97
O -2.16 -1.34 -1.33
H -0.82 -1.37 1.36
H -0.73 -0.03 0.27
H 0.67 -1.19 0.62
H -0.85 -2.80 -0.89
H -0.18 -1.45 -1.78
H -2.17 -0.66 -2.00
C 0.30 1.33 -2.07
C 1.09 1.26 -0.83
O 1.76 2.53 -0.61
H 0.88 1.53 -2.97
H -0.47 2.10 -1.95
H -0.35 0.45 -2.13
H 1.87 0.50 -0.90
H 0.49 1.04 0.05
H 2.49 2.57 -1.23
C 2.71 0.41 1.34
C 3.54 -0.93 1.28
O 4.84 -0.66 0.86
H 2.68 0.86 0.35
H 3.13 1.14 2.04
H 1.75 -0.02 1.64
H 3.05 -1.50 0.49
H 3.43 -1.42 2.25
H 5.31 -1.49 0.79
C -1.58 1.28 1.50
C -0.72 1.58 2.67
O -0.01 2.79 2.58
H -2.36 2.04 1.48
H -2.10 0.34 1.34
H -1.03 1.52 0.59
H -0.03 0.77 2.91
H -1.36 1.69 3.54
H 0.93 2.64 2.49

Results
- 2S+1: 1
- Charge: 0
- Kohn-Sham gap: 0.379 Ha
- E_HOMO: -10.118 eV


(two)
This record from the OMol25 dataset describes a 7-piece molecular cluster, C8H30O7 overall. The level of theory is wB97M-V/def2-TZVPD.

Element x y z (Å)
C -14.98 3.64 -9.40
C -14.95 4.27 -10.76
O -15.61 3.35 -11.66
H -14.52 2.66 -9.39
H -16.03 3.51 -9.14
H -14.36 4.23 -8.72
H -13.93 4.43 -11.12
H -15.40 5.26 -10.72
H -15.67 3.73 -12.55
C -8.71 3.44 -10.88
C -9.36 4.47 -11.81
O -8.45 4.75 -12.79
H -8.58 2.48 -11.38
H -9.34 3.33 -10.00
H -7.73 3.84 -10.58
H -9.66 5.31 -11.19
H -10.27 4.14 -12.30
H -8.89 5.39 -13.35
C -9.41 4.83 -6.83
C -10.60 5.40 -7.61
O -11.11 4.43 -8.50
H -8.47 4.93 -7.37
H -9.58 3.81 -6.50
H -9.35 5.52 -5.99
H -10.27 6.34 -8.06
H -11.45 5.52 -6.94
H -11.32 3.66 -7.96
C -16.57 8.74 -7.62
C -16.17 7.65 -8.59
O -14.79 7.51 -8.72
H -15.80 8.90 -6.86
H -17.55 8.61 -7.17
H -16.62 9.70 -8.14
H -16.71 7.71 -9.54
H -16.47 6.71 -8.13
H -14.44 7.27 -7.86
O -14.46 9.86 -10.16
H -14.45 9.01 -9.72
H -15.38 10.03 -10.32
O -12.26 6.52 -9.99
H -13.17 6.53 -9.70
H -11.86 5.81 -9.47
O -10.67 8.60 -10.71
H -11.25 7.91 -10.38
H -11.11 9.41 -10.46

Results
- 2S+1: 1
- SMILES: CCO.CCO.CCO.CCO.O.O.O
- Charge: 0
- Kohn-Sham gap: 0.361 Ha
- E_HOMO: -9.723 eV


Which of them is most stable? Easy: (two).


(one)
This record from the OMol25 dataset describes C15H32EuNO2P2 as an isolated structure. The level of theory is wB97M-V/def2-TZVPD.

Element x y z (Å)
Eu 0.20 0.76 0.26
P 2.52 -1.09 0.44
C 2.38 -1.14 -1.33
C 1.15 -1.42 -2.03
N -0.06 -0.91 -1.64
C -1.21 -1.46 -2.11
C -1.17 -2.48 -3.04
C 0.04 -2.96 -3.51
C 1.23 -2.40 -3.04
C -2.54 -0.92 -1.58
P -2.48 0.69 -0.70
H 2.22 -2.75 -3.32
H -2.14 -2.88 -3.40
H 0.09 -3.75 -4.24
H -3.22 -0.83 -2.44
H -2.95 -1.66 -0.87
H 2.27 0.91 -1.78
H 3.28 -0.97 -1.92
H 0.90 2.80 -1.50
O 2.38 1.80 -1.57
H 2.81 2.12 -2.39
H 0.37 2.91 0.07
O 0.07 2.94 -0.94
H -0.18 3.89 -1.09
C -2.70 1.82 -2.12
H -3.66 1.58 -2.59
H -2.71 2.86 -1.77
H -1.89 1.69 -2.86
C -4.13 0.71 0.05
H -4.14 1.50 0.81
H -4.90 0.92 -0.71
H -4.33 -0.26 0.53
C 2.41 -2.91 0.59
H 3.36 -3.34 0.24
H 2.25 -3.09 1.65
H 1.56 -3.28 0.00
C 4.31 -0.78 0.70
H 4.43 -0.65 1.78
H 4.89 -1.65 0.35
H 4.64 0.14 0.19
C -1.26 -0.07 3.27
C -0.56 1.31 3.26
C -0.39 1.82 4.69
C 0.77 1.28 2.56
H -0.61 -0.84 3.71
H -1.55 -0.42 2.26
H -2.18 -0.03 3.86
H -1.24 2.01 2.73
H 0.28 1.16 5.25
H 0.06 2.82 4.68
H -1.35 1.88 5.21
H 1.31 2.24 2.53
H 1.39 0.41 2.79

Results
- 2S+1: 7
- <S²>: 12.04
- Charge: +2
- Kohn-Sham gap (alpha / beta): 0.143 / 0.146 Ha
- E_HOMO (alpha / beta): -11.782 / -11.941 eV


(two)
This record from the OMol25 dataset describes C15H32EuNO2P2 as an isolated structure. The level of theory is wB97M-V/def2-TZVPD.

Element x y z (Å)
Eu 0.26 0.66 0.30
P 2.53 -1.40 0.50
C 2.50 -2.39 -1.22
C 1.22 -2.00 -1.85
N 0.18 -1.10 -1.65
C -1.09 -1.44 -2.15
C -1.14 -2.43 -3.09
C -0.05 -2.99 -3.70
C 1.19 -2.59 -3.21
C -2.46 -0.86 -1.58
P -2.43 0.63 -0.72
H 2.10 -2.91 -3.64
H -2.16 -2.79 -3.31
H -0.09 -3.81 -4.37
H -3.19 -0.86 -2.39
H -2.95 -1.63 -0.98
H 2.81 2.06 -2.40
H 3.24 -1.66 -1.85
H -0.44 4.19 -1.86
O 3.76 1.92 -2.16
H 3.86 2.79 -2.77
H 0.28 2.45 0.06
O -0.67 3.69 -1.01
H -1.09 4.53 -0.27
C -2.71 1.81 -2.12
H -3.68 1.58 -2.60
H -2.76 2.87 -1.80
H -1.93 1.66 -2.88
C -4.13 0.71 0.03
H -4.19 1.49 0.81
H -4.94 0.91 -0.71
H -4.36 -0.26 0.53
C 2.39 -3.09 1.01
H 3.27 -3.50 0.52
H 2.25 -3.45 1.99
H 1.60 -3.50 0.36
C 4.26 -0.84 0.74
H 4.50 -0.63 1.80
H 4.91 -1.63 0.38
H 4.49 0.08 0.17
C -1.23 -0.07 3.27
C -0.54 1.31 3.26
C -0.38 1.82 4.71
C 0.79 1.29 2.55
H -0.61 -0.85 3.72
H -1.53 -0.41 2.26
H -2.16 -0.01 3.86
H -1.21 2.02 2.73
H 0.26 1.17 5.32
H 0.03 2.84 4.73
H -1.35 1.87 5.22
H 1.35 2.24 2.58
H 1.44 0.49 2.88

Results
- 2S+1: 7
- <S²>: 12.09
- Charge: +2
- Kohn-Sham gap (alpha / beta): 0.291 / 0.222 Ha
- E_HOMO (alpha / beta): -14.456 / -14.404 eV


Which of them is most stable? Easy: (one).


(one)
This record from the OMol25 dataset describes a 2-piece molecular cluster, C4H7I2N overall. The level of theory is wB97M-V/def2-TZVPD.

Element x y z (Å)
C -0.29 -0.43 0.30
C -0.75 0.76 0.36
C 2.25 0.43 -0.21
C 1.16 -0.70 -0.19
N -3.25 0.22 0.85
I -3.49 -1.62 -0.14
I -4.15 1.76 -0.12
H -0.75 -1.42 0.47
H -0.64 1.79 0.50
H 2.39 0.81 0.77
H 3.01 -0.15 -0.56
H 1.94 1.10 -0.90
H 1.56 -1.63 0.17
H 1.01 -0.92 -1.29

Results
- 2S+1: 1
- Charge: 0
- Kohn-Sham gap (alpha / beta): 0.291 / 0.250 Ha
- E_HOMO (alpha / beta): -8.788 / -7.949 eV


(two)
This record from the OMol25 dataset describes C4H7I2N as an isolated structure. The level of theory is wB97M-V/def2-TZVPD.

Element x y z (Å)
C 1.68 0.03 -0.54
C -1.07 -0.20 -0.84
C -0.24 0.24 1.54
C -0.10 0.49 0.07
N 1.76 -1.11 -0.97
I 0.02 -1.84 2.07
I -0.14 2.65 -0.23
H 2.36 0.86 -0.40
H -2.09 0.13 -0.65
H -0.82 0.00 -1.88
H -1.01 -1.28 -0.69
H -1.23 0.51 1.88
H 0.50 0.79 2.12
H 2.65 -1.47 -1.31

Results
- 2S+1: 1
- Charge: 0
- Kohn-Sham gap: 0.339 Ha
- E_HOMO: -9.090 eV


Which of them is most stable? Easy: (two).